# 1
128
Properties=species:S:1:pos:R:3 method="wB97M-V/def2-TZVPD" gap_ev=7.05 multiplicity=1 total_charge=+1 e_lumo_ev=-2.82
C -0.227 3.555 -1.051
C -1.043 2.400 -1.652
N -1.196 1.312 -0.665
C -0.247 0.300 -0.678
C -0.748 -0.787 -0.149
N -2.128 -0.551 0.147
C -2.366 0.778 -0.301
C -3.057 -1.623 0.282
H 0.716 3.185 -0.755
H -0.619 3.990 -0.250
H 0.040 4.354 -1.903
H -0.515 2.072 -2.634
H -2.086 2.804 -2.005
H 0.794 0.490 -0.878
H -0.290 -1.598 0.066
H -3.329 1.213 -0.368
H -2.616 -2.758 0.237
H -3.637 -1.590 -0.537
H -3.575 -1.535 1.216
N -1.585 2.388 3.085
C -1.567 1.729 4.226
C -1.164 2.239 5.506
C -0.707 3.601 5.526
C -0.720 4.323 4.314
C -1.168 3.666 3.083
H -1.876 0.640 4.083
H -1.299 1.690 6.336
H -0.343 4.233 6.512
H -0.485 5.297 4.211
H -1.037 4.216 2.168
C 3.025 2.509 -4.519
C 4.156 3.481 -4.260
C 4.864 3.328 -3.070
C 4.623 2.291 -2.253
C 3.423 1.480 -2.430
C 2.640 1.509 -3.594
O 1.683 0.622 -3.904
O 5.857 4.194 -2.673
H 2.312 2.675 -5.513
H 4.250 4.287 -4.987
H 5.240 1.990 -1.388
H 3.091 0.775 -1.733
H 1.559 -0.131 -3.359
H 5.892 4.900 -3.324
C -3.329 -8.087 1.290
C -2.244 -7.314 0.509
C -2.498 -6.277 -0.361
C -3.716 -5.808 -0.526
C -4.818 -6.538 0.157
C -4.653 -7.608 1.105
O -5.799 -8.175 1.560
O -1.453 -5.398 -0.713
H -3.162 -8.872 1.836
H -1.217 -7.697 0.513
H -3.839 -4.842 -1.185
H -5.757 -6.025 0.192
H -5.779 -9.099 1.577
H -1.357 -4.848 -1.333
C 2.150 6.175 0.610
C 2.563 6.489 2.026
C 3.862 6.656 2.388
C 4.823 6.316 1.418
C 4.535 5.865 0.081
C 3.136 5.764 -0.218
O 2.849 5.090 -1.349
O 4.203 7.112 3.659
H 1.074 6.237 0.511
H 1.895 6.512 2.669
H 5.931 6.466 1.435
H 5.172 5.493 -0.687
H 3.483 4.306 -1.647
H 5.257 7.091 3.986
C -4.307 -2.086 5.146
C -2.775 -2.127 4.904
C -2.265 -2.906 3.846
C -3.167 -3.768 3.171
C -4.617 -3.819 3.463
C -5.102 -2.851 4.387
O -6.435 -2.727 4.563
O -0.864 -2.884 3.539
H -4.661 -1.308 5.794
H -2.154 -1.393 5.315
H -2.870 -4.561 2.454
H -5.339 -4.422 2.915
H -6.922 -3.384 4.134
H -0.116 -2.470 3.864
C 4.754 2.576 1.732
C 3.203 2.380 2.080
C 2.734 1.088 1.959
C 3.568 -0.003 1.671
C 4.886 0.220 1.383
C 5.492 1.482 1.401
O 6.824 1.778 1.220
O 1.334 1.000 2.013
H 5.148 3.501 1.877
H 2.623 3.229 2.563
H 3.207 -0.845 1.300
H 5.416 -0.558 1.011
H 7.151 2.638 1.238
H 1.017 1.757 2.140
C -5.973 -0.955 -5.128
C -4.664 -0.996 -4.322
C -3.509 -0.352 -4.813
C -3.559 0.355 -5.989
C -4.682 0.436 -6.766
C -5.917 -0.199 -6.319
O -7.062 0.024 -7.091
O -2.409 -0.298 -4.065
H -6.791 -1.327 -4.553
H -4.789 -1.286 -3.237
H -2.717 0.690 -6.492
H -4.704 1.093 -7.642
H -6.796 0.011 -7.879
H -2.060 -0.939 -3.485
C 1.848 -3.737 -1.108
C 2.874 -4.531 -0.146
C 4.134 -4.061 -0.098
C 4.563 -2.934 -0.802
C 3.580 -2.276 -1.649
C 2.329 -2.697 -1.862
O 1.388 -2.049 -2.607
O 4.970 -4.792 0.749
H 0.787 -3.990 -1.036
H 2.375 -5.221 0.445
H 5.655 -2.535 -0.582
H 3.972 -1.550 -2.177
H 0.625 -2.625 -2.732
H 4.921 -5.723 0.635

---

# 2
131
Properties=species:S:1:pos:R:3 method="wB97M-V/def2-TZVPD" gap_ev="5.27 / 5.37" multiplicity=5 s_squared=6.061 total_charge=0 e_lumo_ev="-0.39 / -2.57"
Pt 0.557 -0.402 -0.103
Cl -0.678 0.301 2.321
C -1.110 1.803 1.586
C -1.035 1.847 0.117
C -1.282 3.189 -0.457
Cl -0.970 3.477 -2.107
C -1.749 4.214 0.323
Cl -2.062 5.759 -0.371
C -1.939 4.058 1.720
Cl -2.545 5.336 2.668
C -1.567 2.821 2.341
Cl -1.685 2.666 4.052
C -0.537 -2.906 -4.827
N -1.086 -3.296 -3.501
C -2.562 -3.081 -3.463
C -0.337 -2.590 -2.408
C -0.777 -3.036 -1.037
C -1.474 -4.236 -0.896
C -1.997 -4.631 0.323
C -1.776 -3.830 1.425
C -1.006 -2.682 1.307
C -0.481 -2.245 0.089
H -1.028 -3.487 -5.603
H 0.537 -3.078 -4.839
H -0.760 -1.853 -4.985
H -0.928 -4.292 -3.358
H -2.758 -2.082 -3.817
H -2.927 -3.204 -2.449
H -3.035 -3.794 -4.135
H -0.487 -1.518 -2.539
H 0.714 -2.815 -2.577
H -1.650 -4.890 -1.745
H -2.558 -5.553 0.405
H -2.174 -4.104 2.394
H -0.817 -2.130 2.217
C 3.609 3.307 0.711
C 4.218 1.957 1.096
C 5.218 2.127 2.243
C 4.868 1.275 -0.095
C 5.866 1.933 -0.803
C 6.513 1.311 -1.855
C 6.123 0.041 -2.243
C 5.129 -0.659 -1.564
C 4.810 -2.063 -2.055
C 3.362 -2.192 -2.522
C 5.154 -3.167 -1.052
C 4.525 -0.031 -0.469
N 3.737 -0.779 0.469
B 2.342 -1.048 0.776
N 2.426 -1.743 2.050
C 3.760 -1.843 2.436
C 4.532 -1.267 1.513
C 1.508 -2.484 2.859
C 1.026 -1.970 4.073
C 0.158 -2.794 4.799
C -0.191 -4.060 4.373
C 0.372 -4.577 3.218
C 1.233 -3.807 2.455
C 1.935 -4.435 1.260
C 3.232 -5.120 1.719
C 1.080 -5.458 0.516
C 1.450 -0.669 4.783
C 2.255 0.385 4.011
C 0.251 0.015 5.468
H 3.078 3.733 1.566
H 2.902 3.187 -0.111
H 4.378 4.022 0.408
H 3.401 1.326 1.448
H 6.056 2.757 1.935
H 5.616 1.165 2.567
H 4.734 2.601 3.100
H 6.153 2.937 -0.514
H 7.306 1.818 -2.388
H 6.616 -0.436 -3.083
H 5.448 -2.217 -2.930
H 2.678 -2.048 -1.686
H 3.200 -3.187 -2.949
H 3.128 -1.435 -3.274
H 4.485 -3.150 -0.193
H 6.179 -3.061 -0.692
H 5.065 -4.146 -1.531
H 4.044 -2.321 3.360
H 5.603 -1.155 1.494
H -0.236 -2.447 5.744
H -0.877 -4.656 4.962
H 0.136 -5.588 2.914
H 2.189 -3.640 0.556
H 3.003 -5.888 2.462
H 3.933 -4.415 2.159
H 3.723 -5.601 0.870
H 0.979 -6.386 1.084
H 1.563 -5.711 -0.431
H 0.084 -5.070 0.306
H 2.109 -1.010 5.591
H 1.747 0.724 3.110
H 3.243 0.031 3.733
H 2.392 1.252 4.661
H -0.083 -0.525 6.353
H -0.601 0.112 4.794
H 0.535 1.016 5.793
O -2.734 0.471 -5.507
S -2.631 1.505 -4.492
O -2.112 2.766 -4.953
N -1.806 0.900 -3.211
C -2.608 0.920 -2.122
S -2.051 0.457 -0.539
C -3.978 1.312 -2.326
C -5.067 1.356 -1.445
C -6.282 1.814 -1.914
C -6.440 2.260 -3.230
C -5.369 2.222 -4.112
C -4.168 1.719 -3.653
H -4.949 1.034 -0.417
H -7.134 1.841 -1.245
H -7.395 2.647 -3.559
H -5.462 2.588 -5.126
C 0.687 2.579 -4.989
Si 1.995 2.761 -3.669
C 2.040 4.484 -2.935
C 3.612 2.526 -4.589
C 1.754 1.502 -2.334
C 1.533 0.763 -1.381
H 0.819 3.374 -5.727
H -0.340 2.629 -4.626
H 0.803 1.622 -5.504
H 2.013 5.223 -3.740
H 2.962 4.635 -2.371
H 1.202 4.687 -2.268
H 3.551 3.045 -5.549
H 3.818 1.472 -4.785
H 4.454 2.935 -4.037

---

# 3
125
Properties=species:S:1:pos:R:3 method="wB97M-V/def2-TZVPD" gap_ev="5.56 / 6.04" multiplicity=2 s_squared=0.777 total_charge=+1 e_lumo_ev="-4.82 / -4.25"
Re -0.494 0.109 -0.086
C 2.148 0.151 2.059
O 0.953 0.743 1.551
C 0.053 1.351 2.441
C -0.054 2.742 2.385
C 0.789 3.605 1.464
C 1.681 2.961 0.427
C 3.056 3.103 0.494
C 3.899 2.577 -0.482
C 3.309 1.929 -1.565
C 1.943 1.761 -1.695
C 1.426 1.228 -3.012
C 0.305 0.221 -3.075
C -0.654 0.357 -4.060
C -1.576 -0.650 -4.331
C -1.651 -1.699 -3.414
C -0.748 -1.875 -2.380
C -1.070 -2.982 -1.378
C -1.837 -2.461 -0.177
C -3.205 -2.480 -0.043
C -3.855 -1.967 1.094
C -3.086 -1.482 2.154
C -1.712 -1.419 2.085
C -0.850 -0.916 3.221
C -0.803 0.598 3.262
C -1.681 1.272 4.090
C -1.781 2.661 4.106
C -0.979 3.370 3.218
C -2.668 3.324 5.147
C -3.936 2.501 5.428
C -3.094 4.746 4.778
C -1.819 3.390 6.429
C -1.075 -1.832 0.868
O 0.203 -1.642 0.706
C -5.369 -1.951 1.140
C -5.905 -3.368 0.889
C -5.863 -1.002 0.038
C -5.929 -1.455 2.476
C 0.331 -0.952 -2.278
O 1.498 -1.100 -1.542
C 2.187 -2.335 -1.625
C -2.432 -0.596 -5.579
C -3.077 -1.950 -5.885
C -3.541 0.448 -5.397
C -1.560 -0.207 -6.783
C 1.104 2.260 -0.667
O -0.194 2.010 -0.629
C 5.409 2.728 -0.449
C 6.058 1.337 -0.506
C 5.910 3.441 0.809
C 5.833 3.559 -1.669
H 2.297 0.423 3.104
H 2.976 0.535 1.458
H 2.102 -0.935 1.952
H 1.408 4.247 2.098
H 0.092 4.255 0.926
H 3.476 3.634 1.333
H 3.936 1.558 -2.360
H 2.278 0.788 -3.542
H 1.107 2.100 -3.593
H -0.636 1.248 -4.667
H -2.453 -2.412 -3.499
H -0.160 -3.459 -1.007
H -1.682 -3.731 -1.884
H -3.799 -2.873 -0.852
H -3.564 -1.127 3.052
H 0.153 -1.332 3.105
H -1.276 -1.275 4.160
H -2.302 0.686 4.747
H -1.055 4.444 3.161
H -4.427 2.206 4.502
H -4.638 3.099 6.004
H -3.722 1.610 6.013
H -3.703 4.773 3.879
H -2.239 5.401 4.645
H -3.693 5.160 5.586
H -1.483 2.399 6.725
H -2.403 3.815 7.241
H -0.944 4.015 6.269
H -5.710 -3.694 -0.127
H -6.979 -3.381 1.047
H -5.446 -4.075 1.576
H -5.523 -1.311 -0.945
H -5.492 0.006 0.213
H -6.949 -0.975 0.037
H -5.617 -2.091 3.300
H -7.015 -1.480 2.432
H -5.631 -0.428 2.673
H 2.156 -2.728 -2.644
H 1.788 -3.078 -0.930
H 3.217 -2.117 -1.346
H -3.822 -2.209 -5.138
H -2.328 -2.738 -5.935
H -3.580 -1.901 -6.847
H -4.136 0.212 -4.519
H -4.185 0.451 -6.273
H -3.123 1.443 -5.270
H -0.707 -0.875 -6.874
H -1.194 0.811 -6.708
H -2.149 -0.277 -7.694
H 5.756 0.740 0.351
H 7.141 1.433 -0.489
H 5.782 0.802 -1.410
H 5.651 2.890 1.710
H 5.507 4.449 0.875
H 6.993 3.520 0.768
H 5.582 3.059 -2.600
H 6.906 3.728 -1.653
H 5.332 4.524 -1.656
O -4.008 0.153 -2.334
C -3.311 0.723 -1.522
O -2.189 0.250 -1.097
C -3.733 2.040 -0.933
C -4.500 2.904 -1.708
C -4.933 4.104 -1.179
C -4.623 4.405 0.140
C -3.866 3.545 0.927
C -3.405 2.365 0.380
N -5.102 5.641 0.719
O -4.882 5.813 1.898
O -5.683 6.416 -0.002
H -4.756 2.619 -2.716
H -5.520 4.797 -1.759
H -3.650 3.808 1.952
H -2.804 1.687 0.972

---

Which max |F| belongs to each record? In order, 12.33, 1.26, 2.77 eV/A.